(1)
Below is an isolated ion of composition C14H23BNO3 and charge -1 at a distorted geometry, with properties calculated with ωB97M-V/def2-TZVPD.

Its total charge is -1. As for the HOMO-LUMO gap: 7.095 eV. The value obtained for the largest force on an atom is 2.99 eV/A. Its molecular weight is 264.2 g/mol.

Element x y z (Å)
O  -0.15  0.27  -1.90
O  -3.58  -0.72  0.78
O  -1.45  0.09  1.12
N  -0.73  2.58  1.20
C  1.59  1.35  -0.80
C  1.10  -3.44  0.37
C  1.25  -0.95  -0.27
C  3.04  0.31  0.74
C  -1.83  0.72  -0.07
C  2.34  -0.85  0.57
C  -1.58  2.25  0.02
C  3.39  2.75  0.28
C  0.21  -2.70  -1.88
C  -1.46  0.00  -1.37
C  -3.42  0.43  0.00
C  0.88  0.19  -0.99
C  2.65  1.45  0.06
C  0.48  -2.27  -0.41
B  -2.57  -0.56  1.85
H  -3.87  0.11  -0.97
H  0.32  -4.20  0.51
H  3.88  0.34  1.42
H  1.38  -3.14  1.39
H  3.05  3.55  -0.39
H  -4.02  1.33  0.26
H  -2.54  2.77  0.16
H  2.70  -1.70  1.13
H  -0.86  -2.92  -1.98
H  0.70  -3.67  -2.05
H  4.47  2.62  0.26
H  0.51  -1.97  -2.63
H  -2.12  -1.61  2.28
H  -1.66  -1.07  -1.26
H  1.30  2.25  -1.34
H  -1.36  2.66  1.99
H  1.94  -3.89  -0.16
H  -1.08  2.67  -0.86
H  3.14  3.09  1.30
H  -3.08  0.13  2.74
H  -0.49  -2.10  0.06
H  -2.16  0.35  -2.14
H  -0.32  3.50  1.01

Okay, here come the Löwdin numbers, in e, for every atom: -0.054 -0.110 -0.081 0.012 0.007 -0.087 -0.106 -0.061 -0.411 -0.037 -0.166 -0.058 -0.054 -0.106 -0.199 -0.224 -0.290 -0.328 -0.626 0.110 0.080 0.108 0.067 0.068 0.107 0.094 0.097 0.074 0.064 0.070 0.075 0.050 0.114 0.124 0.066 0.077 0.102 0.079 0.051 0.124 0.127 0.050

(2)
Below is C3H2O2Yb as an isolated structure at a distorted geometry, with properties calculated with ωB97M-V/def2-TZVPD.

Its total charge is +1. As for the HOMO-LUMO gap (alpha / beta): 5.068 / 8.439 eV. As for the expectation value of S²: 0.75. The value obtained for the largest force on an atom is 4.23 eV/A. The value obtained for the energy above the lowest of the compared OMol25 structures with the same formula, charge and spin is 79.5 kcal/mol. The multiplicity is 2. Its molecular weight is 243.1 g/mol.

Element x y z (Å)
Yb  -1.63  -0.38  3.20
O  -0.79  -0.95  -0.14
O  0.35  0.79  0.59
C  0.10  -0.64  -1.11
C  0.81  0.46  -0.68
C  -0.54  -0.18  0.99
H  -0.15  0.25  -1.98
H  1.86  0.65  -0.87

Okay, here come the Löwdin numbers, in e, for every atom: 1.012 -0.039 -0.021 -0.101 -0.067 -0.191 0.245 0.163

(3)
Below is a 2-piece molecular cluster, C5H10O overall, with properties calculated with ωB97M-V/def2-TZVPD.

As for the HOMO-LUMO gap: 8.306 eV. The value obtained for the largest force on an atom is 0.29 eV/A. The value obtained for the energy above the lowest of the compared OMol25 structures with the same formula, charge and spin is 97.2 kcal/mol. Its molecular weight is 86.1 g/mol.

Element x y z (Å)
O  0.45  2.48  -0.44
C  0.87  -0.46  0.30
C  -0.41  1.60  -0.46
C  2.30  -0.16  -0.22
C  0.01  0.24  -0.67
C  -2.23  -0.70  0.30
H  2.48  0.91  -0.22
H  2.43  -0.55  -1.24
H  -1.56  -0.57  -0.57
H  -1.49  1.82  -0.48
H  3.03  -0.65  0.44
H  -3.18  -0.21  0.05
H  0.78  -0.13  1.34
H  -2.37  -1.78  0.42
H  -1.82  -0.28  1.22
H  0.71  -1.55  0.25

Okay, here come the Löwdin numbers, in e, for every atom: 0.011 -0.289 -0.350 -0.089 0.033 -0.026 0.072 0.081 -0.003 0.118 0.079 0.045 0.115 0.045 0.045 0.113

(4)
Below is a single C7H6FIO molecule at a distorted geometry, with properties calculated with ωB97M-V/def2-TZVPD.

As for the SMILES: O=C\C=C/C=C\C=C(/F)I. As for the HOMO-LUMO gap: 9.020 eV. The value obtained for the largest force on an atom is 5.95 eV/A. The value obtained for the energy above the lowest of the compared OMol25 structures with the same formula, charge and spin is 0.4 kcal/mol. Its molecular weight is 252.0 g/mol.

Element x y z (Å)
I  3.71  -0.09  0.37
F  2.03  1.36  -1.45
O  0.99  -2.44  -1.00
C  1.98  0.80  -0.24
C  -0.38  1.52  -0.02
C  -1.58  0.94  0.05
C  -0.81  -1.49  0.27
C  -1.62  -0.47  0.56
C  0.15  -1.60  -0.96
C  0.86  0.86  0.44
H  -0.93  -2.26  1.04
H  -0.01  -0.89  -1.65
H  0.88  0.42  1.45
H  -2.56  1.49  -0.12
H  -0.40  2.65  -0.11
H  -2.33  -0.81  1.36

Okay, here come the Löwdin numbers, in e, for every atom: 0.960 -0.012 0.058 -0.884 -0.102 -0.093 -0.050 -0.120 -0.252 -0.196 0.109 0.078 0.122 0.127 0.136 0.118

(5)
Below is a 6-piece molecular cluster, C32H66Br2FIN3O12S overall at a distorted geometry, with properties calculated with ωB97M-V/def2-TZVPD.

Its total charge is +1. As for the HOMO-LUMO gap: 4.998 eV. The value obtained for the largest force on an atom is 3.81 eV/A. Its molecular weight is 1022.7 g/mol.

Element x y z (Å)
I  -6.16  -0.54  4.82
Br  1.07  1.73  4.70
Br  0.20  2.00  1.49
S  -2.49  -4.38  -0.18
F  -3.24  -5.39  0.79
O  3.13  -0.79  -4.49
O  -2.20  4.55  4.78
O  8.62  0.41  -3.57
O  -1.33  -4.94  -0.78
O  -6.70  1.28  -0.51
O  -3.41  -3.90  -1.17
O  5.20  -4.47  -1.60
O  -8.90  1.30  -2.45
O  -0.88  6.39  6.66
O  2.46  -3.83  -0.77
O  10.01  -2.14  -4.00
O  1.72  1.75  -4.04
N  -0.78  -0.78  1.87
N  -3.44  2.74  2.26
N  0.09  -1.64  1.35
C  9.05  0.81  -4.87
C  8.94  -1.95  -3.09
C  2.06  -0.61  -3.58
C  4.90  -3.83  -2.83
C  1.10  0.47  -4.05
C  3.54  -4.07  0.13
C  0.20  0.28  3.76
C  -4.34  -2.11  1.23
C  -8.12  2.17  -3.26
C  -2.11  -0.86  1.90
C  7.99  -0.86  -3.56
C  -0.20  5.58  5.72
C  2.03  -5.01  -1.44
C  -2.83  -1.95  1.30
C  -0.01  -0.99  4.59
C  -8.19  0.13  -2.06
C  -3.38  5.33  4.91
C  4.87  -3.66  -0.48
C  -1.45  5.64  7.72
C  -7.23  2.49  0.02
C  -0.53  -2.64  0.78
C  -5.03  -2.42  2.61
C  -2.93  0.27  2.55
C  2.15  2.15  -5.34
C  4.32  -0.14  -4.06
C  -7.68  0.26  -0.63
C  11.21  -1.50  -3.58
C  -6.28  -1.50  2.86
C  -0.15  0.40  2.48
C  -1.94  -2.90  0.71
C  -1.04  5.33  4.48
C  -3.20  1.49  1.56
H  -4.15  1.23  1.03
H  -7.12  2.32  -2.85
H  1.29  2.49  -5.93
H  -2.54  0.59  3.53
H  7.15  -0.80  -2.86
H  8.39  -2.90  -3.04
H  -8.05  1.78  -4.28
H  2.43  -0.40  -2.57
H  5.67  -3.07  -3.04
H  1.51  -1.57  -3.54
H  -2.73  3.44  2.08
H  1.42  -5.62  -0.77
H  -1.33  6.27  4.01
H  -4.74  -1.12  0.89
H  -7.36  2.39  1.10
H  0.26  0.52  -3.35
H  -8.18  2.75  -0.44
H  9.55  -0.01  -5.39
H  0.13  -3.39  0.30
H  -3.74  5.62  3.92
H  -7.19  -0.68  -0.35
H  11.69  -2.09  -2.79
H  -8.63  3.14  -3.28
H  4.92  -4.58  -3.62
H  4.80  -0.74  -3.27
H  4.85  -2.60  -0.75
H  0.93  -1.58  4.47
H  -4.62  -2.84  0.46
H  -0.45  4.75  3.76
H  -0.85  -1.62  4.24
H  -6.36  -0.68  2.13
H  -7.23  -2.06  2.88
H  -0.06  -0.77  5.68
H  -7.37  -0.08  -2.75
H  -2.44  1.56  0.76
H  3.36  -3.46  1.02
H  0.12  4.64  6.17
H  -4.32  -2.21  3.44
H  -0.67  5.34  8.43
H  7.59  -1.10  -4.55
H  -3.94  -0.15  2.75
H  0.70  6.13  5.42
H  11.03  -0.48  -3.22
H  -4.13  4.73  5.41
H  -6.52  3.29  -0.18
H  8.19  1.14  -5.46
H  2.84  2.99  -5.22
H  0.70  0.23  -5.04
H  9.31  -1.73  -2.08
H  -3.61  2.61  3.25
H  -8.89  -0.70  -2.10
H  2.66  1.35  -5.87
H  9.75  1.63  -4.75
H  4.13  0.87  -3.70
H  2.87  -5.60  -1.81
H  11.88  -1.45  -4.43
H  -1.97  4.75  7.36
H  5.65  -3.81  0.27
H  -3.20  6.23  5.51
H  3.56  -5.12  0.44
H  3.92  -3.35  -2.82
H  5.00  -0.08  -4.91
H  1.42  -4.71  -2.29
H  -5.30  -3.49  2.67
H  -8.51  0.43  0.07
H  -2.17  6.27  8.24

Löwdin population analysis, charges in e, atoms 1 to 99: 0.768 0.778 0.821 0.702 -0.112 -0.188 -0.223 -0.189 -0.227 -0.216 -0.226 -0.181 -0.185 -0.183 -0.223 -0.187 -0.194 -0.067 0.028 0.208 -0.105 -0.202 -0.209 -0.093 -0.206 -0.197 -0.697 -0.118 -0.103 -0.084 -0.217 -0.206 -0.103 -0.048 -0.089 -0.203 -0.106 -0.200 -0.104 -0.100 -0.027 -0.259 -0.080 -0.104 -0.103 -0.210 -0.107 -0.593 -0.689 -0.093 -0.203 -0.254 0.102 0.082 0.090 0.129 0.107 0.120 0.091 0.125 0.072 0.121 0.059 0.081 0.130 0.120 0.087 0.119 0.088 0.085 0.126 0.089 0.108 0.089 0.092 0.098 0.062 0.124 0.103 0.108 0.103 0.078 0.027 0.048 0.083 0.128 0.074 0.120 0.108 0.062 0.091 0.125 0.055 0.130 0.084 0.090 0.092 0.086 0.091

(6)
Below is a 2-piece molecular cluster, C5H8N2O3 overall at a distorted geometry, with properties calculated with ωB97M-V/def2-TZVPD.

As for the SMILES: CC(=O)C#N.CC(=O)ON. As for the HOMO-LUMO gap: 8.777 eV. The value obtained for the largest force on an atom is 1.33 eV/A. The value obtained for the energy above the lowest of the compared OMol25 structures with the same formula, charge and spin is 57.5 kcal/mol. Its molecular weight is 144.1 g/mol.

Element x y z (Å)
O  1.62  -1.29  -1.18
O  0.94  0.60  1.42
O  -1.04  -0.19  2.13
N  -0.37  1.50  -1.43
N  1.54  -0.65  1.71
C  -0.37  0.75  1.80
C  0.58  -0.91  -1.65
C  -0.80  2.16  1.56
C  0.10  0.46  -1.45
C  -0.39  -1.76  -2.40
H  0.00  -2.76  -2.52
H  -0.15  2.84  2.14
H  1.97  -0.97  0.84
H  -1.34  -1.80  -1.86
H  -1.84  2.28  1.85
H  0.78  -1.28  1.97
H  -0.66  2.36  0.47
H  -0.59  -1.33  -3.39

Okay, here come the Löwdin numbers, in e, for every atom: 0.111 -0.096 0.087 0.214 0.078 -0.550 -0.425 0.006 -0.097 0.003 0.090 0.096 0.057 0.103 0.091 0.076 0.055 0.102

Question: The lowest largest force on an atom belongs to which entry?
Answer: C5H10O

Question: What is the molecular weight in the fifth record?
Answer: 1022.7 g/mol

Question: The lowest largest force on an atom belongs to which entry?
Answer: C5H10O